No. 1
Here is a molecular structure, C50H58N8OSTi at a distorted geometry from the OMol25 dataset. Energies are from the ωB97M-V functional and the def2-TZVPD basis.

XYZ file:
```
119
Properties=species:S:1:pos:R:3:forces:R:3
Ti -0.177379 -0.055988 0.286576 0.04 -1.34 -0.23
S 1.869221 1.249912 -0.687624 -0.38 -0.07 -0.03
O -0.377279 1.436312 1.172076 -0.38 0.57 1.08
N -1.284479 -0.647988 2.282776 0.20 0.20 -0.41
N -0.271679 1.860512 -2.216424 -1.28 0.28 -0.54
N 0.809421 -1.492288 -1.055124 0.01 -0.03 -0.11
N 3.006821 2.877312 -2.661124 0.45 -1.09 0.57
N -0.979379 1.219912 -1.288324 1.64 -0.38 -0.21
N 1.453021 -0.660588 1.606476 -0.33 0.30 -0.49
N 1.662821 2.828112 -2.855724 -0.77 0.50 -0.53
N -1.920779 -1.262288 -0.448624 0.58 0.57 0.37
C -3.172979 -1.352088 0.088476 -0.32 -0.12 1.17
C -5.596679 -1.928288 -0.689124 0.11 -0.18 0.00
C 0.334821 -1.852488 -2.282324 0.46 -0.23 -0.19
C -2.323379 1.469712 -1.413224 -1.05 0.36 -0.21
C -2.057779 -1.580188 -1.771924 0.82 -0.45 -0.80
C -1.742279 0.629912 5.771076 0.04 -0.27 -0.17
C -1.884879 0.098812 4.374976 0.27 0.03 -0.22
C -3.161479 1.525112 -0.281624 0.52 0.07 -0.20
C 1.385121 -2.377188 -3.101024 -0.25 0.22 0.07
C -2.629379 -0.741788 2.426876 0.00 -0.01 0.66
C 4.388921 -4.051588 -2.209524 0.07 0.13 -0.10
C -2.890979 1.757212 -2.669124 0.29 -0.09 0.13
C 1.048521 -4.449388 -4.492724 0.01 0.18 -0.14
C -3.955379 -2.225388 -3.448124 0.02 0.13 0.05
C 3.696021 -0.478688 2.146376 -0.21 0.22 0.59
C -3.506279 -1.148788 1.413376 -0.06 -0.24 -0.93
C -4.490079 1.859912 -0.424824 -0.42 0.03 -0.06
C 1.584621 -0.119988 2.854976 -0.66 0.16 0.87
C -4.450079 -0.190888 4.209676 0.16 0.12 -0.14
C 0.536621 0.144512 3.716776 0.73 0.04 -0.40
C -4.222379 2.079312 -2.790424 -0.16 0.03 -0.07
C 3.750521 3.999812 -2.715624 0.06 0.39 -0.29
C 3.520721 0.575812 4.486776 -0.06 -0.19 -0.03
C -4.138779 -1.706288 -0.931124 0.13 -0.04 -0.65
C 4.021321 6.373612 -3.070324 0.34 0.15 -0.05
C 3.923221 -2.693488 -2.743124 -0.11 -0.16 0.16
C 3.568221 -0.498988 5.579776 0.01 0.18 -0.05
C 1.246621 -2.927788 -4.487424 -0.03 -0.11 0.17
C 5.402721 6.256812 -2.939824 0.07 0.26 -0.04
C -3.036079 -0.308788 3.733376 0.07 -0.14 -0.33
C -3.443579 -1.844488 -2.094024 -0.58 -0.02 0.47
C 5.949821 5.006012 -2.671224 0.09 0.11 0.04
C 5.176221 -0.484788 1.926676 -0.16 0.06 -0.01
C -1.016879 -1.809288 -2.651124 -0.77 0.15 0.43
C 0.052821 2.721212 1.318176 0.33 1.25 0.08
C -5.040179 2.127312 -1.671324 -0.13 0.11 -0.01
C -5.080979 1.124012 3.741876 -0.07 -0.20 0.16
C -1.309879 -0.477488 6.736276 -0.04 0.21 0.04
C 2.987521 0.031212 3.194676 0.50 -0.13 -0.32
C 5.576321 0.672212 1.005276 0.10 -0.15 0.09
C -5.861179 -3.344188 -0.168324 -0.13 0.15 -0.04
C 3.202521 5.271412 -2.973224 -0.33 -0.32 0.05
C 3.043821 -1.495888 -0.037824 -0.14 0.32 0.68
C 2.531921 -2.327788 -2.334624 -0.16 0.24 0.26
C 2.720821 -0.904288 1.165876 0.51 -0.78 -0.74
C -0.812379 -0.131388 3.449976 -0.60 -0.07 0.39
C 5.146721 3.897812 -2.550324 -0.16 -0.11 0.06
C -3.918879 -1.041688 -4.411624 -0.09 -0.15 -0.05
C 2.147821 -1.771488 -1.076024 0.11 -0.51 -0.38
C 1.032421 2.006312 -2.040224 1.13 -0.03 0.78
H 4.973621 0.645412 0.100876 -0.03 0.05 -0.12
H -4.483079 -0.242688 5.303076 -0.06 -0.09 -0.02
H -2.904379 -0.667388 -4.501124 0.12 0.13 -0.06
H 0.152421 -4.714088 -3.935424 -0.08 -0.05 0.08
H -6.133979 1.170212 4.019876 -0.17 0.08 -0.01
H -3.354379 -3.045488 -3.854224 -0.03 -0.04 0.04
H 3.586821 7.353012 -3.244224 -0.04 -0.05 -0.04
H -0.512279 3.229112 2.121376 0.05 -0.19 -0.13
H -1.262179 -2.093488 -3.667424 -0.04 0.01 0.05
H -2.243179 1.712312 -3.530824 0.03 0.05 -0.04
H -6.154979 -1.770688 -1.616624 0.01 0.07 0.06
H 6.044421 7.123912 -3.043324 -0.03 0.01 0.04
H 4.611521 -1.925488 -2.380024 0.06 0.05 -0.10
H -5.531379 -4.084588 -0.895424 0.05 -0.07 -0.05
H 0.950221 -4.828788 -5.512524 -0.02 -0.07 -0.05
H -5.308479 -3.508288 0.755276 0.00 -0.07 0.06
H 4.324121 -4.073988 -1.123624 -0.01 -0.04 0.09
H -4.281279 -1.325688 -5.400624 -0.03 -0.01 -0.10
H 2.892221 1.403912 4.827276 0.06 0.02 -0.04
H 3.770321 -4.858088 -2.602524 -0.04 -0.05 0.02
H 0.764221 0.580212 4.683476 0.09 -0.03 -0.03
H -5.966279 -1.204988 0.042776 -0.01 0.06 -0.10
H 3.992821 -2.706288 -3.834924 0.02 0.10 0.02
H -4.984079 -2.586388 -3.369124 0.02 -0.09 0.06
H 2.142821 -2.690288 -5.071224 -0.07 0.07 -0.01
H -4.571679 1.977112 4.184576 0.11 0.09 0.01
H 4.218321 -1.318888 5.277676 0.04 -0.06 -0.02
H -4.992279 1.198912 2.661876 -0.03 0.08 -0.14
H 6.633021 0.617212 0.739276 0.08 0.04 -0.05
H 3.358121 2.105612 -2.081324 0.13 0.28 -0.22
H 2.572321 -0.904088 5.740576 -0.09 -0.08 0.06
H 5.424821 -4.233588 -2.504824 0.07 -0.11 0.04
H 5.474421 -1.435788 1.473676 0.05 0.02 0.06
H -5.046579 -1.019988 3.815876 0.01 -0.04 0.14
H 0.397721 -2.463288 -4.995224 0.07 0.07 -0.04
H -6.085779 2.391212 -1.772624 -0.05 0.00 0.06
H 4.085821 -1.706988 -0.224624 0.14 0.05 -0.03
H 5.388321 1.625512 1.494776 -0.03 0.11 0.02
H 1.896521 -4.943488 -4.023024 0.06 -0.07 0.06
H -0.996779 1.430612 5.785676 -0.05 0.05 0.04
H -2.062679 -1.263888 6.771576 -0.03 -0.08 -0.02
H -0.379779 -0.915088 6.381476 0.10 -0.12 0.04
H -4.546579 -1.258188 1.684576 -0.12 0.05 -0.04
H -4.633879 2.285412 -3.773224 -0.01 0.01 -0.01
H -2.686779 1.063012 6.115976 0.02 0.04 -0.07
H -1.161179 -0.093088 7.747276 0.05 -0.01 0.11
H -2.739179 1.344912 0.700376 -0.06 0.04 -0.09
H 5.702421 -0.396388 2.882976 -0.02 -0.08 -0.04
H -0.082079 3.302012 0.383876 0.06 -0.21 0.23
H 5.567821 2.926312 -2.329724 0.07 -0.09 -0.01
H -6.926579 -3.493088 0.017176 -0.06 -0.08 0.08
H 2.128321 5.345012 -3.066424 -0.02 0.02 -0.02
H 1.126921 2.749812 1.575876 -0.33 0.01 -0.09
H -5.133279 1.926712 0.443576 0.05 -0.06 0.16
H 3.939321 -0.086588 6.520876 0.00 -0.02 0.06
H -4.532279 -0.233788 -4.022424 -0.04 0.08 -0.03
H 4.530821 0.972112 4.339976 -0.09 0.05 -0.07
H 7.022421 4.897212 -2.551924 0.00 0.01 0.00
```
Positions in Å, forces in eV/Å.

The spin multiplicity is 3. As for the net charge: -2. The expectation value of S² is 2.08. For the HOMO-LUMO gap (alpha / beta), the calculation gives 4.0 / 5.5 eV. For the HOMO energy (alpha / beta), the calculation gives 0.0100 / -0.0471 hartree.

---

No. 2
Here is a single C5H7Cl molecule at a distorted geometry from the OMol25 dataset. Energies are from the ωB97M-V functional and the def2-TZVPD basis.

XYZ file:
```
13
Properties=species:S:1:pos:R:3:forces:R:3
Cl 3.710759 -1.082188 -0.269451 -0.35 -0.01 0.02
C 1.029637 -0.682733 0.676762 1.13 2.17 -1.03
C 1.054503 -0.230453 -0.741036 1.11 1.20 1.54
C 2.296225 -0.097506 0.044265 -0.70 1.54 0.79
C -1.364732 0.054912 -0.101982 -0.11 -0.33 -1.33
C 0.111563 0.422569 0.176219 -1.72 -3.49 -0.65
H -1.646833 -1.025648 -0.211691 0.67 0.71 1.04
H 0.260260 1.386432 0.511435 0.47 2.05 0.67
H 0.953614 -1.667803 0.981101 -0.58 -1.54 0.77
H -2.039913 0.614694 0.515708 -0.33 -0.20 0.79
H -1.695701 0.355272 -1.108325 0.59 0.51 -0.01
H 2.529884 0.960434 0.335784 0.31 -1.18 -0.17
H 0.853723 -0.773885 -1.569840 -0.49 -1.45 -2.43
```
Positions in Å, forces in eV/Å.

For the HOMO-LUMO gap, the calculation gives 10.8 eV. The SMILES is C[C@H]1[C@@H]2[C@@H](Cl)[C@H]12. For the HOMO energy, the calculation gives -0.3556 hartree.

---

No. 3
Here is a single C7H11P molecule at a distorted geometry from the OMol25 dataset. Energies are from the ωB97M-V functional and the def2-TZVPD basis.

XYZ file:
```
19
Properties=species:S:1:pos:R:3:forces:R:3
P 0.431230 -0.634192 -1.614623 1.84 -0.35 -0.03
C 1.319909 -1.745093 0.946650 -3.40 -0.01 -1.76
C -2.016584 -0.033173 -0.081560 0.07 0.94 1.42
C -0.949227 -0.677650 0.753146 -1.54 1.46 0.44
C 0.181666 -0.991106 0.183039 2.47 -0.96 -0.44
C -1.874121 1.137667 -0.731466 -0.25 -2.00 0.41
C -0.756230 2.041753 -0.817205 -0.57 -1.11 -0.39
C -0.079127 2.390028 0.228841 1.43 1.10 1.14
H 0.776507 3.056651 0.099965 -0.15 -0.27 0.44
H -3.032164 -0.444811 -0.085444 0.50 -0.27 -0.12
H -2.660529 1.250650 -1.404337 -1.43 0.97 -1.07
H -0.418156 2.287662 -1.783566 0.12 0.69 -1.15
H 0.807179 -2.129726 1.822772 0.05 -1.27 -0.19
H 1.688854 -2.405391 0.137330 0.50 -0.09 1.48
H 1.945169 -1.080992 1.422081 2.31 1.60 0.15
H -0.367721 2.002263 1.191565 0.13 0.28 0.33
H -1.002347 -0.685347 1.861173 -0.47 -0.53 -0.69
H 1.622643 0.253728 -1.464121 -1.08 -0.74 0.02
H 1.326903 -1.768478 -1.839796 -0.51 0.55 0.03
```
Positions in Å, forces in eV/Å.

For the HOMO-LUMO gap, the calculation gives 9.6 eV. The SMILES is C=C/C=C\C=C(\C)P. For the HOMO energy, the calculation gives -0.3209 hartree.

---

Record-wise energy relative to the best compared isomer or geometry (same formula, charge and spin) values, in kJ/mol: 23.07, 210.03, 145.84
Record-wise electronic energy values, in eV: -100714.4175, -17818.3017, -16722.7270